DFT (the ωB97M-V functional and the def2-TZVPD basis) results for 2 unconnected molecules or ions with the total composition C6H18N3O at a distorted geometry.

Atoms and positions in Å:
C 3.411 -1.320 -0.737
C -4.413 -0.244 0.225
C 3.660 0.165 -0.530
C 2.751 0.757 0.619
C 1.283 0.471 0.663
C -2.935 -0.244 -0.310
N 0.605 -0.567 1.115
N -2.498 1.141 -0.360
N 0.517 1.291 -0.088
O -2.186 -0.911 0.706
H 2.585 -1.757 -0.047
H 3.333 -1.569 -1.753
H 4.346 -1.739 -0.314
H -4.582 0.333 1.152
H -5.168 -0.104 -0.572
H -4.755 -1.348 0.475
H 4.630 0.496 -0.326
H 3.374 0.634 -1.424
H -2.662 -0.874 -1.150
H 2.753 1.780 0.786
H -0.355 -0.736 0.998
H 1.081 -1.160 1.807
H -3.268 1.772 -0.200
H -2.120 1.261 -1.300
H 3.342 0.424 1.397
H 0.808 2.124 -0.521
H -0.478 1.244 0.003
H -2.612 -1.694 1.035

Summary:
Total charge   +1
HOMO energy   -13.93 eV
Energy relative to the best compared isomer or geometry (same formula, charge and spin)   0.000 eV
E   -478.6644 Eh
Kohn-Sham gap   11.04 eV